C26H66BO30 | ωB97M-V/def2-TZVPD

Atoms and positions in Å:
1 O -39.484 -20.391 13.060
2 C -38.420 -20.928 12.703
3 O -38.398 -22.166 12.507
4 B -37.063 -22.451 12.000
5 O -36.431 -21.214 11.902
6 C -37.223 -20.261 12.256
7 O -36.932 -19.117 12.321
8 O -37.094 -23.215 10.729
9 C -36.401 -24.266 10.868
10 O -36.519 -25.215 10.124
11 C -35.975 -24.251 12.226
12 O -36.275 -23.303 12.898
13 O -35.343 -25.071 12.723
14 C -34.538 -29.483 10.167
15 C -35.081 -28.119 10.442
16 O -36.370 -27.836 9.856
17 O -33.327 -29.596 10.877
18 H -34.301 -29.689 8.989
19 H -35.147 -30.204 10.422
20 H -34.472 -27.513 10.123
21 H -35.129 -27.961 11.494
22 H -36.661 -26.950 9.931
23 H -33.517 -29.464 11.930
24 C -37.601 -23.686 16.162
25 C -39.038 -24.397 16.252
26 O -38.744 -25.763 15.999
27 O -37.919 -22.315 16.334
28 H -37.275 -23.993 15.203
29 H -36.942 -24.163 16.945
30 H -39.547 -23.815 15.774
31 H -39.508 -24.341 17.197
32 H -38.532 -26.031 16.821
33 H -37.217 -21.828 16.097
34 C -33.564 -21.602 9.385
35 C -32.201 -22.358 9.748
36 O -32.500 -22.943 10.942
37 O -33.524 -21.048 8.111
38 H -34.102 -20.962 10.141
39 H -34.343 -22.492 9.162
40 H -31.537 -21.582 9.810
41 H -32.081 -23.059 9.064
42 H -32.142 -22.386 11.576
43 H -34.529 -21.287 7.842
44 C -37.325 -21.946 7.723
45 C -37.265 -20.621 8.479
46 O -38.338 -20.256 9.264
47 O -36.047 -22.297 7.217
48 H -38.045 -21.985 6.925
49 H -37.662 -22.658 8.288
50 H -36.914 -19.854 7.665
51 H -36.265 -20.526 9.172
52 H -38.468 -19.329 9.070
53 H -36.282 -23.138 6.956
54 C -41.233 -24.399 10.494
55 C -40.922 -23.287 9.555
56 O -41.070 -23.576 8.186
57 O -41.320 -23.799 11.833
58 H -40.547 -25.161 10.531
59 H -42.235 -24.885 10.220
60 H -39.746 -23.278 9.735
61 H -41.298 -22.275 9.823
62 H -41.191 -24.421 7.922
63 H -40.637 -24.252 12.328
64 C -33.907 -24.695 15.864
65 C -32.788 -25.461 16.672
66 O -31.840 -24.498 16.974
67 O -34.788 -25.489 15.305
68 H -33.379 -23.883 15.150
69 H -34.479 -24.053 16.575
70 H -32.385 -26.359 16.033
71 H -33.191 -25.914 17.603
72 H -32.164 -23.895 17.678
73 H -34.710 -25.375 14.348
74 C -34.275 -20.831 14.628
75 C -34.212 -19.524 13.983
76 O -33.782 -19.548 12.588
77 O -35.301 -20.782 15.636
78 H -33.294 -21.150 14.997
79 H -34.398 -21.683 14.040
80 H -33.442 -18.839 14.445
81 H -35.144 -18.987 13.833
82 H -34.360 -20.226 12.447
83 H -34.926 -20.263 16.281
84 C -42.215 -22.237 14.895
85 C -41.536 -21.016 15.455
86 O -41.478 -19.917 14.598
87 O -42.375 -23.263 15.905
88 H -41.660 -22.695 14.304
89 H -43.174 -22.046 14.555
90 H -40.593 -21.344 15.534
91 H -42.049 -20.986 16.378
92 H -40.638 -19.902 14.227
93 H -42.953 -23.826 15.527
94 C -38.076 -18.697 15.977
95 C -38.097 -17.765 17.130
96 O -38.714 -18.345 18.274
97 O -37.594 -17.973 14.916
98 H -39.130 -18.975 15.617
99 H -37.402 -19.322 16.264
100 H -38.449 -17.065 16.785
101 H -37.053 -17.274 17.294
102 H -38.874 -17.716 19.081
103 H -37.475 -18.493 14.072
104 C -36.465 -15.718 11.340
105 C -36.767 -14.383 11.848
106 O -37.441 -13.747 10.868
107 O -35.792 -16.556 12.265
108 H -35.782 -15.758 10.327
109 H -37.372 -16.340 11.028
110 H -35.747 -13.766 12.019
111 H -37.383 -14.376 12.672
112 H -37.535 -12.789 11.194
113 H -36.113 -17.392 12.392
114 C -37.045 -26.352 5.193
115 C -36.863 -26.446 6.696
116 O -36.627 -25.140 7.182
117 O -37.285 -27.728 4.964
118 H -36.259 -25.970 4.574
119 H -37.808 -25.744 5.040
120 H -36.084 -27.096 7.244
121 H -37.593 -26.915 7.254
122 H -36.670 -25.067 8.073
123 H -38.275 -27.891 5.038

The LUMO energy is 1.7 eV. For the HOMO energy, the calculation gives -7.42 eV. Its spin multiplicity is 1. The relative energy (zero: lowest compared OMol25 entry of this formula, charge and spin) is 391.0 kcal per mole. The charge is -1.

Mulliken population analysis, charges in e, atoms 1 to 2: -1.224, 0.815